{"formula": "C44H49BaI2N7O5PSSeSi", "method": "ωB97M-V/def2-TZVPD", "species": ["Ba", "O", "S", "O", "O", "C", "C", "C", "C", "C", "C", "P", "C", "C", "C", "C", "C", "C", "C", "C", "C", "C", "C", "C", "H", "H", "H", "H", "H", "H", "H", "H", "H", "H", "H", "H", "H", "H", "C", "Si", "C", "N", "C", "C", "C", "C", "C", "C", "C", "C", "C", "C", "C", "C", "C", "C", "C", "C", "C", "H", "H", "H", "H", "H", "H", "H", "H", "H", "H", "H", "H", "H", "H", "H", "H", "H", "H", "H", "H", "H", "H", "H", "H", "I", "C", "I", "H", "H", "N", "N", "C", "N", "N", "N", "O", "O", "H", "H", "H", "H", "H", "Se", "C", "C", "C", "N", "C", "C", "H", "H", "H", "H"], "positions_angstrom": [[0.65336, 0.33232, 0.34398], [-2.99386, 2.58056, 1.58145], [-2.14676, 1.44861, 1.83768], [-0.50928, 0.19950, 4.41482], [-1.71550, 0.64819, 0.69271], [-3.05502, 0.23227, 2.80901], [-4.19545, 0.73754, 3.41616], [-5.10407, -0.10345, 4.03636], [-4.88488, -1.47170, 4.02075], [-3.74029, -1.97583, 3.42159], [-2.78539, -1.15276, 2.82339], [-1.23532, -1.99286, 2.23385], [-0.52172, -2.76170, 3.72952], [0.67365, -3.45651, 3.52109], [1.35934, -4.02558, 4.58336], [0.87529, -3.87962, 5.87709], [-0.29086, -3.16133, 6.09673], [-0.98870, -2.60698, 5.03142], [-1.93552, -3.38551, 1.28167], [-2.68663, -3.04229, 0.15447], [-3.14327, -4.02182, -0.71317], [-2.85360, -5.35817, -0.47033], [-2.11180, -5.70868, 0.64828], [-1.65277, -4.72939, 1.52187], [-4.38032, 1.80306, 3.37420], [-5.98524, 0.31352, 4.50737], [-5.59411, -2.15037, 4.47841], [-3.57044, -3.04712, 3.42507], [1.07937, -3.54067, 2.51691], [2.28136, -4.56427, 4.40059], [1.41805, -4.30561, 6.71230], [-0.65431, -3.00699, 7.10558], [-1.86857, -2.01097, 5.23145], [-2.89723, -1.99975, -0.06183], [-3.70864, -3.73155, -1.59003], [-3.19954, -6.12225, -1.15563], [-1.88436, -6.74989, 0.84645], [-1.07881, -5.01739, 2.39280], [-0.67040, -0.79168, -2.17326], [-0.86152, 0.48859, -3.43176], [-0.36600, 2.16796, -2.68392], [0.98447, 2.25499, -2.11059], [1.97287, 2.13585, -3.19756], [3.27579, 2.83462, -2.85600], [3.05739, 4.35115, -2.73596], [1.64616, 4.65832, -2.20356], [1.17516, 3.49991, -1.33120], [0.08205, 0.09161, -5.02994], [0.48107, -1.21706, -5.30871], [1.13638, -1.54398, -6.49163], [1.40162, -0.55789, -7.43248], [0.99284, 0.74869, -7.18806], [0.33731, 1.06091, -6.00452], [-2.63512, 0.86647, -4.03992], [-3.54401, 1.55034, -3.22422], [-4.84909, 1.79840, -3.63156], [-5.28577, 1.36206, -4.87595], [-4.40605, 0.67349, -5.70187], [-3.10186, 0.43423, -5.28515], [-0.69716, -1.82693, -2.53484], [-1.50771, -0.68540, -1.46974], [-1.08910, 2.30722, -1.86595], [-0.56590, 2.99641, -3.38885], [1.56691, 2.58985, -4.11575], [2.12811, 1.07832, -3.42355], [4.02098, 2.60769, -3.62191], [3.65972, 2.44345, -1.91350], [3.19534, 4.82925, -3.70945], [3.80890, 4.77042, -2.06294], [0.94357, 4.78939, -3.03219], [1.63552, 5.59011, -1.63529], [0.22964, 3.73052, -0.83429], [1.92553, 3.32171, -0.55218], [0.27062, -1.99974, -4.58527], [1.43624, -2.56874, -6.67943], [1.91659, -0.80530, -8.35294], [1.18411, 1.52334, -7.92202], [0.00816, 2.08329, -5.84087], [-3.24117, 1.89189, -2.23789], [-5.52528, 2.33270, -2.97374], [-6.30182, 1.55653, -5.19833], [-4.73348, 0.32452, -6.67512], [-2.43134, -0.10119, -5.95084], [1.94475, -3.64639, -1.08709], [2.43943, -2.08213, -2.44195], [4.10079, -0.92038, -1.84036], [1.55532, -1.43654, -2.45410], [2.62963, -2.52341, -3.41127], [2.95297, -0.97235, 1.60919], [2.96896, -0.94121, 3.02230], [2.00979, -0.19749, 3.66501], [2.09076, -0.12890, 5.01651], [1.06470, 0.35411, 2.95837], [0.22980, 1.03582, 3.81515], [-0.93420, 1.94818, 2.54710], [-0.54906, 0.51176, 5.78944], [3.23718, -1.90089, 1.32545], [3.57756, -0.23782, 1.23857], [3.88504, -0.90478, 3.44671], [2.80158, -0.67578, 5.46758], [1.27091, 0.13058, 5.57472], [4.16335, 1.94625, 0.64896], [4.11478, 2.66085, 2.40276], [5.28417, 2.82212, 3.15528], [5.20873, 3.32197, 4.44599], [4.07305, 3.66836, 5.05559], [2.95883, 3.51953, 4.33732], [2.92723, 3.04061, 3.03414], [6.24622, 2.55665, 2.73618], [6.12140, 3.44644, 5.02393], [2.02553, 3.78640, 4.82483], [1.97245, 2.95753, 2.53090]], "atomic_forces_ev_per_a": [[1.439, 0.086, -1.572], [-0.591, -0.590, -0.262], [0.514, 0.749, 0.622], [0.567, -0.493, 0.552], [-1.392, 0.145, -0.580], [0.039, 0.058, -0.118], [-0.039, 0.087, 0.059], [0.013, -0.128, 0.023], [-0.011, 0.082, -0.001], [0.036, 0.002, 0.018], [-0.003, -0.015, 0.279], [0.054, 0.641, -0.281], [-0.033, -0.099, -0.013], [-0.002, -0.007, 0.053], [-0.014, 0.021, -0.032], [0.000, 0.018, -0.002], [-0.006, 0.027, 0.004], [0.028, -0.044, 0.004], [-0.046, -0.119, -0.018], [0.031, -0.043, -0.049], [0.005, 0.079, 0.035], [0.018, -0.031, 0.023], [-0.008, 0.005, -0.004], [-0.096, 0.095, -0.021], [0.040, -0.036, -0.044], [0.010, -0.031, -0.006], [0.000, 0.018, -0.012], [-0.004, 0.020, 0.001], [-0.018, 0.018, -0.003], [-0.009, 0.003, 0.006], [-0.014, -0.005, -0.009], [0.009, -0.007, -0.032], [0.000, -0.024, -0.010], [0.030, -0.012, 0.021], [0.006, -0.017, 0.013], [0.003, 0.008, 0.014], [-0.010, 0.029, -0.010], [0.013, -0.002, 0.009], [0.170, -0.085, 0.116], [-0.161, -0.247, 0.140], [-0.057, 0.094, 0.110], [-0.145, -0.021, 0.093], [0.035, 0.064, 0.036], [-0.014, 0.004, 0.007], [-0.006, -0.004, 0.013], [0.011, -0.027, -0.003], [0.040, 0.003, -0.047], [-0.029, 0.004, -0.016], [0.067, -0.013, 0.034], [-0.002, 0.060, -0.013], [-0.029, 0.007, 0.061], [-0.004, -0.034, 0.028], [-0.022, -0.024, -0.056], [0.039, 0.064, -0.058], [-0.034, -0.013, 0.034], [0.014, -0.015, -0.006], [0.074, -0.027, -0.007], [-0.025, 0.026, 0.044], [-0.008, 0.005, -0.012], [-0.026, 0.064, -0.040], [0.003, -0.028, 0.082], [0.025, -0.013, -0.043], [0.055, -0.014, -0.003], [0.007, -0.003, 0.012], [0.007, -0.003, 0.012], [-0.015, 0.005, 0.001], [0.006, -0.009, 0.001], [0.007, 0.008, -0.008], [-0.012, -0.016, -0.002], [0.000, -0.002, 0.000], [0.006, 0.000, 0.008], [-0.018, 0.013, -0.022], [-0.002, 0.001, -0.008], [0.008, 0.044, -0.029], [0.000, 0.010, -0.004], [-0.005, 0.002, 0.003], [-0.004, -0.018, 0.011], [0.020, -0.036, -0.001], [-0.004, -0.024, -0.044], [0.010, -0.012, -0.014], [0.005, -0.006, 0.003], [-0.004, 0.010, 0.020], [-0.014, 0.026, 0.025], [-0.051, 0.006, 0.014], [-0.174, -0.008, -0.029], [-0.006, 0.023, 0.018], [-0.007, -0.008, 0.018], [0.098, -0.035, -0.001], [-0.166, -0.075, 0.483], [0.010, 0.091, -0.032], [0.155, -0.679, 0.403], [0.270, -0.003, -0.498], [-0.502, 0.335, 0.119], [0.943, -0.130, 1.204], [-0.489, -0.101, -0.655], [-0.574, 0.219, -0.258], [0.053, 0.015, -0.138], [0.058, -0.091, -0.036], [0.036, 0.098, 0.028], [-0.017, -0.057, 0.012], [-0.057, 0.120, 0.078], [-0.138, -0.013, -0.030], [0.032, -0.028, 0.140], [-0.056, 0.042, 0.163], [-0.029, -0.042, -0.117], [0.014, -0.003, 0.025], [0.011, -0.054, -0.125], [0.046, 0.066, 0.145], [-0.016, -0.007, -0.039], [-0.037, 0.011, 0.012], [0.045, 0.003, 0.013], [0.018, 0.001, -0.036]], "lowdin_charge": [1.599, -0.279, 0.480, -0.211, -0.655, -0.233, -0.052, -0.063, -0.066, -0.099, -0.308, 1.089, -0.371, -0.134, -0.092, -0.096, -0.075, -0.084, -0.370, -0.090, -0.072, -0.095, -0.092, -0.091, 0.114, 0.106, 0.104, 0.112, 0.091, 0.100, 0.097, 0.106, 0.100, 0.102, 0.107, 0.098, 0.099, 0.093, -0.363, 0.545, -0.264, -0.254, -0.221, -0.209, -0.185, -0.172, -0.224, -0.256, -0.105, -0.095, -0.105, -0.092, -0.112, -0.220, -0.095, -0.100, -0.114, -0.105, -0.100, -0.050, -0.075, 0.071, 0.093, 0.109, 0.083, 0.112, -0.007, 0.101, 0.105, 0.102, 0.108, 0.119, 0.049, 0.088, 0.096, 0.093, 0.096, 0.103, 0.096, 0.096, 0.091, 0.093, 0.093, 0.716, -1.192, 0.815, -0.115, -0.043, -0.101, -0.009, -0.459, 0.213, -0.112, 0.018, -0.348, -0.178, 0.027, -0.110, 0.143, 0.110, 0.070, 0.540, -0.700, -0.150, -0.190, 0.028, -0.168, -0.144, 0.081, 0.090, 0.103, 0.078], "e_homo_ev": -4.566, "charge": -1, "e_above_lowest_kj_mol": 423.48, "lumo_energy_ev": 1.57, "gap_ev": 6.1}